# 1
{
  "formula": "C30H45N6Sn",
  "method": "ωB97M-V with the def2-TZVPD basis set",
  "mol_weight_g_mol": 608.443,
  "de_lowest_ev": 0.0000,
  "total_charge": 3,
  "orbital_gap_ev": 4.90,
  "lumo_ev": -10.71,
  "species": ["Sn", "C", "C", "C", "C", "C", "C", "C", "C", "C", "C", "H", "H", "H", "H", "H", "H", "H", "H", "H", "H", "H", "H", "H", "H", "H", "C", "N", "C", "C", "N", "C", "C", "C", "C", "C", "C", "C", "C", "C", "N", "C", "N", "C", "C", "N", "C", "C", "C", "N", "C", "C", "H", "H", "H", "H", "H", "H", "H", "H", "H", "H", "H", "H", "H", "H", "H", "H", "H", "H", "H", "H", "H", "H", "H", "H", "H", "H", "H", "H", "H", "H"],
  "coordinates": [[-0.002, 0.122, -0.129], [2.241, -1.965, 1.715], [1.023, -2.291, 2.159], [0.451, -3.261, 1.152], [1.292, -3.389, 0.036], [2.433, -2.684, 0.367], [3.705, -2.689, -0.346], [1.082, -4.292, -1.137], [-0.742, -4.052, 1.416], [0.351, -1.970, 3.446], [3.315, -1.188, 2.375], [4.368, -3.408, 0.163], [4.217, -1.728, -0.282], [3.612, -3.012, -1.381], [1.418, -5.309, -0.926], [1.633, -3.945, -2.011], [0.030, -4.353, -1.414], [-0.414, -4.918, 2.017], [-1.199, -4.456, 0.515], [-1.466, -3.522, 2.036], [0.286, -2.856, 4.083], [-0.671, -1.609, 3.295], [0.900, -1.211, 4.000], [4.058, -1.864, 2.810], [2.924, -0.571, 3.182], [3.853, -0.547, 1.674], [-1.013, 4.801, 0.770], [0.354, 4.527, 0.349], [1.268, 5.663, 0.472], [0.754, 3.319, -0.065], [0.134, 2.194, 0.354], [-0.400, 2.103, 1.688], [0.343, 2.604, 2.729], [-0.085, 2.518, 4.060], [-1.256, 1.879, 4.344], [-2.032, 1.291, 3.321], [-3.232, 0.629, 3.679], [-4.010, 0.038, 2.732], [-3.616, 0.082, 1.385], [-2.490, 0.745, 0.975], [-2.063, 0.637, -0.395], [-2.952, 0.629, -1.411], [-2.684, -0.077, -2.527], [-1.724, -1.158, -2.525], [-3.029, 0.423, -3.864], [-4.101, 1.312, -1.350], [-5.317, 0.874, -2.040], [-4.266, 2.521, -0.553], [-1.626, 1.380, 1.948], [1.787, 3.230, -0.919], [2.549, 2.006, -1.057], [1.978, 4.189, -2.014], [-1.337, 5.731, 0.302], [-1.081, 4.911, 1.854], [-1.668, 3.999, 0.446], [1.170, 6.066, 1.482], [1.019, 6.450, -0.240], [2.294, 5.342, 0.320], [1.281, 3.098, 2.501], [0.511, 2.950, 4.851], [-1.608, 1.810, 5.365], [-3.516, 0.603, 4.722], [-4.917, -0.480, 3.011], [-4.218, -0.429, 0.643], [-1.798, -1.744, -1.608], [-0.690, -0.805, -2.676], [-1.941, -1.819, -3.364], [-3.534, 1.380, -3.791], [-3.668, -0.285, -4.389], [-2.109, 0.561, -4.434], [-5.199, -0.144, -2.402], [-5.567, 1.533, -2.871], [-6.136, 0.899, -1.321], [-3.297, 2.891, -0.233], [-4.890, 2.336, 0.323], [-4.745, 3.278, -1.174], [2.656, 1.509, -0.093], [3.547, 2.258, -1.417], [2.111, 1.324, -1.801], [1.225, 4.968, -1.972], [1.881, 3.661, -2.964], [2.968, 4.641, -1.963]]
}



# 2
{
  "formula": "C5H3NO",
  "method": "ωB97M-V with the def2-TZVPD basis set",
  "mol_weight_g_mol": 93.085,
  "de_lowest_ev": 1.7953,
  "orbital_gap_ev": 10.17,
  "smiles": "C#CCC(=O)C#N",
  "lumo_ev": -0.60,
  "species": ["C", "C", "C", "C", "O", "C", "N", "H", "H", "H"],
  "coordinates": [[0.175, -1.415, 1.723], [0.139, -0.371, 1.127], [0.094, 0.888, 0.390], [-0.005, 0.753, -1.123], [0.177, 1.680, -1.869], [-0.358, -0.579, -1.668], [-0.640, -1.600, -2.133], [0.209, -2.343, 2.253], [-0.770, 1.482, 0.713], [0.977, 1.505, 0.587]]
}



# 3
{
  "formula": "C30H34HfI2N7O2",
  "method": "ωB97M-V with the def2-TZVPD basis set",
  "mol_weight_g_mol": 956.947,
  "de_lowest_ev": 0.4092,
  "total_charge": 3,
  "orbital_gap_ev": 7.61,
  "lumo_ev": -8.85,
  "species": ["Hf", "C", "C", "N", "C", "C", "C", "C", "C", "C", "C", "N", "C", "C", "N", "N", "H", "H", "H", "H", "H", "H", "H", "H", "H", "H", "H", "H", "H", "H", "H", "H", "H", "H", "C", "C", "N", "C", "C", "C", "O", "C", "C", "N", "C", "C", "C", "C", "C", "C", "I", "C", "O", "H", "H", "H", "H", "H", "H", "H", "H", "H", "H", "H", "H", "I", "C", "C", "C", "C", "C", "N", "H", "H", "H", "H"],
  "coordinates": [[-1.002, -0.491, -0.611], [-3.680, 0.347, 0.957], [-3.913, 0.708, -0.494], [-3.235, -0.294, -1.380], [-3.944, -1.610, -1.420], [-3.302, -2.643, -0.525], [-3.955, -3.793, -0.130], [-3.287, -4.689, 0.693], [-1.995, -4.407, 1.131], [-1.395, -3.245, 0.706], [-0.004, -2.818, 1.133], [0.092, -1.326, 1.227], [-0.433, -0.780, 2.528], [-1.924, -0.551, 2.462], [-2.218, 0.250, 1.242], [-2.041, -2.393, -0.127], [-4.120, -0.623, 1.193], [-4.153, 1.081, 1.611], [-3.489, 1.685, -0.723], [-4.984, 0.740, -0.698], [-3.256, 0.097, -2.319], [-3.932, -1.981, -2.447], [-4.994, -1.483, -1.150], [-4.971, -3.984, -0.452], [-3.782, -5.596, 1.017], [-1.477, -5.078, 1.804], [0.727, -3.168, 0.399], [0.249, -3.279, 2.089], [1.085, -1.059, 1.226], [0.095, 0.164, 2.681], [-0.173, -1.451, 3.348], [-2.270, -0.040, 3.362], [-2.482, -1.484, 2.384], [-1.870, 1.197, 1.403], [-1.542, 4.090, -0.594], [-0.127, 3.619, -0.764], [0.853, 4.506, -0.699], [2.119, 4.110, -0.869], [2.495, 2.803, -1.114], [3.962, 2.462, -1.274], [4.225, 1.737, -2.467], [1.470, 1.839, -1.162], [1.832, 0.462, -1.476], [1.056, -0.578, -1.407], [1.588, -1.826, -1.893], [2.821, -2.315, -1.486], [3.280, -3.527, -1.986], [2.513, -4.256, -2.884], [1.278, -3.776, -3.305], [0.837, -2.567, -2.798], [-0.953, -1.738, -3.492], [0.156, 2.271, -0.985], [-0.892, 1.383, -1.038], [-1.540, 5.152, -0.362], [-2.052, 3.558, 0.214], [-2.117, 3.938, -1.510], [2.870, 4.890, -0.817], [4.289, 1.832, -0.443], [4.548, 3.380, -1.225], [4.492, 2.340, -3.169], [2.834, 0.320, -1.876], [3.422, -1.742, -0.790], [4.245, -3.901, -1.673], [2.876, -5.198, -3.274], [0.689, -4.329, -4.023], [3.492, -0.264, 1.964], [2.822, 1.711, 2.300], [3.777, 2.656, 2.637], [3.327, 3.944, 2.889], [1.970, 4.214, 2.800], [1.113, 3.183, 2.460], [1.524, 1.932, 2.202], [4.823, 2.397, 2.714], [4.031, 4.719, 3.163], [1.580, 5.202, 2.998], [0.047, 3.364, 2.392]]
}



# 4
{
  "formula": "C24H28N2O6S",
  "method": "ωB97M-V with the def2-TZVPD basis set",
  "mol_weight_g_mol": 472.563,
  "de_lowest_ev": 0.7673,
  "orbital_gap_ev": 8.56,
  "smiles": "COc1ccc(CCNC(=O)CS(=O)(=O)Cc2nc(-c3ccc(C)cc3)oc2C)cc1OC",
  "lumo_ev": 0.67,
  "species": ["C", "O", "C", "C", "C", "C", "C", "C", "N", "C", "O", "C", "S", "O", "O", "C", "C", "N", "C", "C", "C", "C", "C", "C", "C", "C", "O", "C", "C", "C", "C", "O", "C", "H", "H", "H", "H", "H", "H", "H", "H", "H", "H", "H", "H", "H", "H", "H", "H", "H", "H", "H", "H", "H", "H", "H", "H", "H", "H", "H", "H"],
  "coordinates": [[4.182, -3.226, 0.642], [2.818, -3.363, 0.333], [2.431, -3.157, -0.966], [3.280, -2.828, -2.005], [2.772, -2.537, -3.262], [1.415, -2.598, -3.506], [0.849, -2.176, -4.836], [-0.289, -1.158, -4.682], [0.036, -0.074, -3.779], [-0.591, 0.082, -2.596], [-1.501, -0.629, -2.212], [-0.091, 1.252, -1.783], [1.469, 0.755, -0.972], [2.064, 1.914, -0.361], [2.276, 0.071, -1.951], [0.901, -0.385, 0.338], [0.411, 0.471, 1.427], [-0.775, 1.145, 1.328], [-0.863, 1.864, 2.412], [-1.955, 2.740, 2.769], [-1.917, 3.493, 3.941], [-2.975, 4.320, 4.266], [-4.087, 4.417, 3.438], [-5.228, 5.323, 3.781], [-4.116, 3.662, 2.268], [-3.068, 2.832, 1.932], [0.204, 1.712, 3.226], [1.020, 0.833, 2.599], [2.319, 0.457, 3.205], [0.564, -3.006, -2.483], [1.047, -3.268, -1.216], [0.270, -3.599, -0.143], [-1.127, -3.640, -0.327], [4.548, -2.219, 0.410], [4.793, -3.963, 0.111], [4.260, -3.403, 1.714], [4.342, -2.751, -1.843], [3.452, -2.236, -4.044], [1.648, -1.738, -5.436], [0.457, -3.041, -5.378], [-0.532, -0.735, -5.663], [-1.185, -1.633, -4.279], [0.933, 0.373, -3.899], [0.137, 2.125, -2.387], [-0.777, 1.492, -0.973], [1.728, -1.021, 0.635], [0.106, -0.965, -0.116], [-1.058, 3.423, 4.590], [-2.937, 4.899, 5.177], [-6.180, 4.829, 3.597], [-5.193, 6.218, 3.159], [-5.185, 5.630, 4.823], [-4.977, 3.728, 1.618], [-3.089, 2.241, 1.031], [3.128, 0.989, 2.704], [2.488, -0.612, 3.097], [2.323, 0.722, 4.259], [-0.493, -3.080, -2.678], [-1.418, -4.454, -0.999], [-1.518, -2.694, -0.716], [-1.545, -3.825, 0.662]]
}